{"formula": "C15H22Cl14FO", "method": "the ωB97M-V functional and the def2-TZVPD basis", "elements": ["F", "C", "C", "O", "C", "C", "C", "C", "C", "C", "H", "H", "H", "H", "H", "H", "H", "H", "C", "Cl", "Cl", "H", "H", "C", "Cl", "Cl", "H", "H", "C", "Cl", "Cl", "H", "H", "C", "Cl", "Cl", "H", "H", "C", "Cl", "Cl", "H", "H", "C", "Cl", "Cl", "H", "H", "C", "Cl", "Cl", "H", "H"], "positions_angstrom": [[1.469589, -2.305157, 1.335152], [0.111909, -2.249792, 0.743368], [0.123343, -0.878240, 0.099624], [-1.015325, -0.641139, -0.764577], [-2.167496, -0.857888, -0.046157], [-2.516600, 0.029754, 0.966955], [-3.652671, -0.156104, 1.740437], [-4.448424, -1.270769, 1.489478], [-4.109930, -2.139661, 0.463518], [-2.969109, -1.954751, -0.313088], [-0.549016, -2.264999, 1.623187], [0.236808, -0.083908, 0.869046], [1.030565, -0.826379, -0.497165], [-1.847429, 0.864492, 1.127215], [-3.864797, 0.561116, 2.522988], [-5.324011, -1.449956, 2.100438], [-4.737883, -2.999361, 0.265374], [-2.713381, -2.657854, -1.089224], [3.508417, 1.112557, -2.405684], [2.328966, 2.439319, -2.448354], [2.909500, -0.247287, -1.465483], [3.694259, 0.785509, -3.422656], [4.424482, 1.478258, -1.955921], [2.523473, 3.242006, 1.468925], [3.943424, 2.266661, 1.869723], [1.163823, 2.237496, 0.955377], [2.231880, 3.807397, 2.346628], [2.784663, 3.914152, 0.658720], [-1.867863, 4.109774, 0.355049], [-2.886326, 5.571276, 0.232426], [-2.775962, 2.682741, 0.854444], [-1.433048, 3.914974, -0.618198], [-1.088908, 4.297341, 1.083143], [1.984810, -5.629415, 1.840576], [1.800852, -6.175898, 3.518907], [1.378004, -6.839650, 0.699350], [1.427527, -4.703510, 1.704031], [3.036186, -5.466941, 1.643594], [0.068127, 0.821423, -4.960923], [-0.170485, 0.269444, -3.308287], [-0.496106, -0.365199, -6.155723], [-0.485978, 1.741442, -5.107632], [1.125892, 0.994729, -5.126770], [4.956145, -8.166617, -0.542708], [6.299587, -8.633281, -1.600113], [5.155119, -6.536853, 0.098098], [4.035728, -8.201363, -1.113216], [4.911216, -8.862115, 0.286468], [-3.579028, 8.995618, 1.500098], [-2.630667, 10.327793, 0.823779], [-3.398944, 8.888143, 3.254748], [-4.624013, 9.162881, 1.268573], [-3.236201, 8.067363, 1.059439]], "forces_ev_per_angstrom": [[0.2, 0.0, 0.2], [-0.3, -0.6, -0.5], [0.7, -0.6, 0.7], [0.0, 0.0, 0.6], [0.0, 0.0, -0.2], [0.5, -0.6, 0.1], [0.4, -0.3, -0.4], [-0.1, 0.3, 0.2], [0.0, -0.1, -0.1], [-0.4, 0.2, 0.2], [0.1, 0.2, 0.1], [-0.5, 0.2, -0.4], [-0.7, 0.0, -0.1], [0.1, -1.0, 0.2], [-0.2, -0.1, 0.1], [-0.1, -0.1, -0.1], [0.0, 0.0, 0.0], [0.2, 0.0, 0.0], [0.1, -0.2, 0.0], [0.2, 0.3, -0.1], [0.6, 0.2, -0.3], [-0.1, 0.0, 0.0], [-0.1, 0.1, 0.1], [-0.1, 0.2, -0.1], [0.0, 0.0, 0.0], [0.1, 0.1, 0.1], [0.0, -0.1, 0.1], [0.0, -0.1, 0.0], [-0.1, -0.1, 0.1], [0.0, 0.0, -0.1], [-0.2, 1.9, -0.4], [-0.1, 0.0, 0.0], [-0.1, 0.0, 0.0], [-0.2, 0.4, -0.1], [0.1, 0.0, 0.0], [0.1, -0.1, 0.0], [-0.1, -0.1, -0.1], [0.0, -0.1, 0.0], [0.1, 0.1, 0.3], [-0.2, -0.1, -0.2], [0.0, 0.0, -0.1], [-0.1, 0.0, 0.0], [0.0, -0.1, 0.0], [-0.2, 0.0, 0.1], [0.0, -0.1, 0.0], [0.1, 0.0, 0.0], [0.0, 0.1, 0.0], [0.1, 0.0, 0.0], [0.0, -0.1, 0.0], [0.0, 0.0, -0.1], [0.0, 0.0, 0.0], [0.0, 0.1, 0.0], [0.1, 0.0, 0.1]], "mulliken_charge": [-0.379, -0.790, 1.676, -0.133, -0.042, -0.292, -0.447, -0.589, -0.421, -0.262, -0.044, -0.200, -1.079, 0.514, 0.417, 0.351, 0.349, 0.452, -0.423, -0.162, -0.054, 0.305, 0.321, -0.513, -0.167, 0.046, 0.332, 0.298, -0.199, -0.258, -0.189, 0.300, 0.211, 0.456, -0.199, -0.194, -0.067, 0.016, -0.354, 0.077, -0.195, 0.299, 0.209, -0.230, -0.180, -0.143, 0.262, 0.280, 0.275, -0.163, -0.154, 0.265, -0.188], "charge": -1, "homo_lumo_gap_ev": 3.9, "multiplicity": 1, "total_energy_ev": -195988.5084, "lumo_energy_ev": 1.9377, "de_lowest_ev": 0.353, "e_homo_ev": -2.0}

{"formula": "C15H22Cl5N3PPdSb", "method": "the ωB97M-V functional and the def2-TZVPD basis", "elements": ["Pd", "Cl", "C", "C", "C", "Cl", "C", "Cl", "C", "Cl", "C", "Cl", "C", "Sb", "C", "C", "H", "H", "H", "H", "H", "H", "H", "H", "H", "C", "N", "C", "N", "C", "N", "C", "P", "C", "C", "H", "H", "H", "H", "H", "H", "H", "H", "H", "H", "H", "H", "H"], "positions_angstrom": [[-1.223068, -0.678890, -0.613076], [-1.171641, 0.939750, 2.454912], [-1.818279, -0.659098, 2.294435], [-1.893178, -1.265738, 1.065547], [-2.452189, -2.512667, 0.908336], [-2.583241, -3.105676, -0.726526], [-2.907715, -3.236674, 2.002373], [-3.557595, -4.792982, 1.775043], [-2.815096, -2.648260, 3.268351], [-3.368987, -3.504566, 4.634837], [-2.277070, -1.363801, 3.416333], [-2.178051, -0.647575, 4.959844], [-1.765706, 2.854754, -2.481368], [-2.677590, 1.389406, -1.277408], [-4.455974, 0.927976, -2.296633], [-3.374992, 2.558774, 0.319044], [-2.557697, 3.549871, -2.759062], [-1.329834, 2.427424, -3.381421], [-1.006357, 3.381651, -1.907219], [-4.968001, 1.868116, -2.497943], [-5.074765, 0.294217, -1.665966], [-4.240039, 0.418766, -3.232721], [-3.967872, 3.381977, -0.078570], [-2.530765, 2.956439, 0.876338], [-3.993717, 1.949284, 0.974326], [4.322103, -1.236373, -0.245472], [3.313607, -0.948897, 0.895543], [3.332767, 0.567125, 1.185847], [3.090458, 1.306419, 0.001342], [4.058496, 0.972613, -1.045918], [4.005926, -0.448467, -1.378451], [2.767823, -0.848481, -2.063111], [1.285805, -0.550993, -0.988227], [1.942003, -1.426136, 0.509123], [1.717191, 1.180744, -0.482560], [4.270617, -2.303381, -0.455118], [5.304882, -0.978594, 0.147291], [3.609381, -1.442223, 1.739561], [4.320902, 0.781605, 1.590932], [2.567518, 0.747543, 1.940726], [5.062337, 1.219121, -0.699926], [3.842966, 1.560535, -1.935207], [2.816955, -1.906038, -2.327746], [2.662395, -0.284826, -2.990143], [2.015530, -2.492735, 0.290996], [1.268791, -1.296003, 1.360351], [1.010608, 1.521877, 0.276394], [1.600367, 1.823075, -1.358010]], "forces_ev_per_angstrom": [[0.9, -0.1, -1.4], [0.1, -0.2, -0.1], [-0.1, 0.0, 0.5], [-1.0, 0.7, -0.1], [-0.2, -0.3, 0.1], [0.1, 0.0, 0.2], [0.1, 0.0, -0.1], [-0.1, 0.0, 0.1], [0.0, 0.0, 0.0], [0.0, 0.0, 0.0], [0.1, 0.1, -0.1], [0.0, 0.0, 0.1], [0.2, 0.0, -0.2], [-0.2, -0.3, 1.0], [0.0, -0.1, -0.1], [-0.1, 0.2, 0.1], [0.0, 0.0, 0.0], [0.0, 0.0, 0.0], [0.0, 0.0, 0.0], [0.0, 0.0, 0.0], [0.0, 0.0, 0.0], [0.0, 0.0, 0.0], [0.0, 0.0, 0.0], [0.0, 0.0, 0.0], [0.0, 0.0, 0.0], [-0.1, 0.1, 0.1], [0.0, -0.1, -0.1], [0.0, -0.1, 0.0], [0.0, 0.1, -0.1], [-0.1, 0.0, 0.1], [0.0, -0.1, -0.2], [0.2, 0.0, 0.1], [0.1, 0.2, 0.1], [0.1, 0.0, 0.1], [0.0, 0.0, 0.0], [0.0, 0.0, 0.0], [0.0, 0.0, 0.0], [0.0, 0.0, 0.0], [0.0, 0.0, 0.0], [0.0, 0.0, 0.0], [0.0, 0.0, 0.0], [0.0, 0.0, 0.0], [0.0, 0.0, 0.0], [0.0, 0.0, 0.0], [-0.1, 0.0, 0.0], [0.1, 0.1, 0.0], [0.0, 0.0, 0.0], [-0.1, 0.0, 0.0]], "mulliken_charge": [-1.262, -0.110, 0.378, -0.620, 0.774, -0.131, 0.222, -0.137, 0.211, -0.122, 0.426, -0.148, -1.196, 1.019, -1.128, -1.270, 0.396, 0.388, 0.364, 0.364, 0.359, 0.370, 0.443, 0.350, 0.379, -0.771, 0.012, -0.788, 0.188, -0.910, 0.186, -0.909, 1.040, -0.835, -0.716, 0.377, 0.362, 0.350, 0.355, 0.417, 0.312, 0.363, 0.447, 0.443, 0.382, 0.550, 0.401, 0.424], "charge": 2, "homo_lumo_gap_ev": 6.3, "multiplicity": 1, "total_energy_ev": -102284.0935, "lumo_energy_ev": -7.7684, "de_lowest_ev": 0.000, "e_homo_ev": -14.1}

{"formula": "C15H22FN3O4S", "method": "the ωB97M-V functional and the def2-TZVPD basis", "elements": ["C", "N", "C", "C", "O", "N", "C", "C", "N", "C", "C", "O", "C", "C", "S", "O", "O", "C", "C", "C", "C", "F", "C", "C", "H", "H", "H", "H", "H", "H", "H", "H", "H", "H", "H", "H", "H", "H", "H", "H", "H", "H", "H", "H", "H", "H"], "positions_angstrom": [[-1.212082, -0.633166, 2.248001], [-1.039324, -0.686632, 0.820152], [-1.133859, -1.979221, 0.175514], [0.287374, -2.539075, -0.023484], [0.681842, -3.544711, 0.528833], [1.009725, -1.778211, -0.858045], [2.427404, -1.976315, -1.051137], [3.287057, -1.331477, 0.061570], [3.385308, 0.106093, 0.098519], [2.170021, 0.825017, 0.431731], [2.537234, 2.272818, 0.762157], [3.196248, 2.891529, -0.319616], [4.350575, 2.171691, -0.679718], [4.014900, 0.724513, -1.050841], [-1.412547, 0.650493, -0.075709], [-0.829257, 0.442536, -1.373782], [-1.033447, 1.801452, 0.682685], [-3.196435, 0.616947, -0.244695], [-3.770494, 0.068349, -1.376220], [-5.148941, -0.020204, -1.467921], [-5.912994, 0.446585, -0.410642], [-7.250805, 0.359905, -0.490522], [-5.346754, 1.004925, 0.724761], [-3.967733, 1.086542, 0.802761], [-1.032759, 0.394574, 2.554358], [-2.219681, -0.941533, 2.552102], [-0.481332, -1.286268, 2.725814], [-1.611673, -1.853846, -0.797738], [-1.719844, -2.674124, 0.782896], [0.581534, -0.930553, -1.211012], [2.705789, -1.581690, -2.029167], [2.611365, -3.053852, -1.030105], [4.304904, -1.720368, -0.039566], [2.890814, -1.662538, 1.025110], [1.697211, 0.358855, 1.297262], [1.448082, 0.845865, -0.398816], [1.632045, 2.852571, 0.947858], [3.186804, 2.291978, 1.650696], [4.788388, 2.699955, -1.528826], [5.064774, 2.166683, 0.158029], [4.932359, 0.184066, -1.293516], [3.355302, 0.733820, -1.935675], [-3.133800, -0.261763, -2.181460], [-5.632463, -0.437060, -2.336842], [-5.981305, 1.365553, 1.518464], [-3.479514, 1.529279, 1.655769]], "forces_ev_per_angstrom": [[-0.1, 0.2, 0.4], [-0.2, 0.8, -0.6], [0.2, -0.4, -0.2], [-0.6, 0.2, -0.1], [0.1, -0.3, 0.2], [0.2, 0.3, -0.3], [0.3, -0.1, 0.4], [-0.1, -0.3, -0.2], [0.0, 0.1, 0.0], [0.2, 0.4, 0.1], [-0.3, -0.3, 0.2], [-0.1, 0.1, -0.1], [0.2, -0.2, -0.3], [0.1, 0.3, 0.2], [-0.2, -0.3, 0.2], [-0.4, -0.1, -0.2], [-0.2, 0.0, 0.2], [0.8, 0.0, 0.0], [0.0, 0.0, -0.1], [-0.1, 0.1, 0.1], [0.2, 0.0, 0.0], [0.1, 0.0, 0.0], [-0.1, -0.1, -0.1], [-0.1, 0.1, 0.1], [0.0, -0.1, 0.2], [0.0, 0.0, 0.0], [0.0, 0.0, 0.0], [0.0, -0.2, 0.0], [0.1, 0.1, -0.1], [0.1, -0.2, 0.0], [0.0, -0.1, 0.0], [0.0, 0.1, -0.1], [0.0, -0.1, 0.1], [0.1, -0.1, 0.0], [-0.1, 0.0, 0.0], [0.1, 0.0, 0.1], [0.1, 0.0, 0.1], [-0.1, 0.0, 0.0], [0.0, -0.1, 0.1], [0.0, 0.0, -0.1], [0.0, 0.0, -0.1], [0.1, 0.0, 0.0], [0.0, -0.1, -0.1], [-0.1, 0.0, -0.1], [-0.1, 0.0, 0.1], [0.0, 0.1, 0.2]], "mulliken_charge": [-1.154, 0.307, -0.831, 0.460, -0.679, -0.007, -0.905, -1.010, 0.069, -0.116, -0.905, -0.419, -0.745, -0.459, 1.412, -0.815, -0.731, -0.003, -0.276, -0.773, 0.412, -0.314, -0.722, -0.391, 0.383, 0.319, 0.393, 0.474, 0.420, 0.334, 0.448, 0.420, 0.394, 0.454, 0.343, 0.207, 0.350, 0.372, 0.363, 0.358, 0.480, 0.251, 0.471, 0.451, 0.444, 0.465], "homo_lumo_gap_ev": 8.6, "multiplicity": 1, "total_energy_ev": -42124.5355, "lumo_energy_ev": 0.4357, "de_lowest_ev": 0.000, "smiles": "CN(CC(=O)NCCN1CCOCC1)S(=O)(=O)c1ccc(F)cc1", "e_homo_ev": -8.2}

{"formula": "C15H22N2O4", "method": "the ωB97M-V functional and the def2-TZVPD basis", "elements": ["O", "C", "C", "C", "O", "N", "C", "O", "C", "C", "C", "C", "C", "C", "C", "C", "N", "C", "C", "C", "O", "H", "H", "H", "H", "H", "H", "H", "H", "H", "H", "H", "H", "H", "H", "H", "H", "H", "H", "H", "H", "H", "H"], "positions_angstrom": [[1.357994, -1.483581, -2.018626], [1.979762, -0.569984, -1.500931], [1.505219, 0.030769, -0.177095], [2.050761, -0.774955, 0.999987], [3.462525, -0.607718, 1.044849], [0.064055, -0.040021, -0.188017], [-0.696391, 0.783911, 0.572445], [-0.202398, 1.611249, 1.324304], [-2.187963, 0.629448, 0.423114], [-2.952093, 1.920174, 0.010311], [-3.946380, 1.633762, 1.130123], [-3.002104, 0.605883, 1.744141], [-5.446121, 1.478587, 0.958632], [-4.866136, 2.562771, 1.790351], [-5.052811, 3.123478, 3.142733], [-4.995680, 4.028123, 1.915163], [3.113101, -0.049441, -1.994205], [3.884724, 1.128484, -1.589904], [5.089599, 1.076732, -2.540451], [4.997200, -0.336650, -3.100357], [3.593937, -0.570960, -3.197500], [1.803818, 1.072217, -0.056300], [1.576493, -0.394427, 1.907787], [1.779165, -1.826118, 0.858738], [3.807191, -1.097376, 1.796249], [-0.340339, -0.724016, -0.809916], [-2.441051, -0.209700, -0.225315], [-2.352752, 2.809136, 0.212845], [-3.333387, 1.952304, -1.009632], [-3.424638, -0.353782, 2.039915], [-2.416201, 1.025092, 2.563286], [-5.868770, 1.741396, -0.004198], [-5.919275, 0.644847, 1.464329], [-6.016089, 2.996158, 3.619571], [-4.205648, 3.140504, 3.816709], [-4.105858, 4.631055, 1.785012], [-5.920089, 4.492332, 1.597138], [3.304523, 2.042966, -1.719881], [4.173858, 1.025118, -0.547383], [4.975555, 1.803150, -3.343243], [6.028987, 1.268428, -2.026196], [5.403864, -0.449410, -4.101758], [5.446911, -1.070939, -2.425494]], "forces_ev_per_angstrom": [[0.0, 0.0, 0.0], [0.0, -0.1, 0.0], [0.0, 0.0, 0.0], [0.0, 0.0, 0.0], [0.0, 0.0, 0.0], [0.0, 0.0, 0.0], [0.0, 0.0, 0.0], [0.0, 0.0, 0.0], [0.0, 0.0, 0.0], [0.0, 0.0, 0.0], [0.0, 0.0, 0.0], [0.0, 0.0, 0.0], [0.1, 0.0, 0.0], [0.0, 0.0, 0.0], [0.0, 0.0, 0.0], [0.0, 0.0, 0.1], [-0.1, 0.1, 0.0], [0.0, 0.0, 0.0], [0.0, 0.0, 0.0], [0.0, 0.0, 0.0], [0.0, 0.0, 0.0], [0.0, 0.0, 0.0], [0.0, 0.0, 0.0], [0.0, 0.0, 0.0], [0.0, 0.0, 0.0], [0.0, 0.0, 0.0], [0.0, 0.0, 0.0], [0.0, 0.0, 0.0], [0.0, 0.0, 0.0], [0.0, 0.0, 0.0], [0.0, 0.0, 0.0], [0.0, 0.0, 0.0], [0.0, 0.0, 0.0], [0.0, 0.0, 0.0], [0.0, 0.0, 0.0], [0.0, 0.0, 0.0], [0.0, 0.0, 0.0], [0.0, 0.0, 0.0], [0.0, 0.0, 0.0], [0.0, 0.0, 0.0], [0.0, 0.0, 0.0], [0.0, 0.0, 0.0], [0.0, 0.0, 0.0]], "mulliken_charge": [-0.692, 0.116, 0.086, -0.860, -0.468, -0.243, -0.333, -0.715, 1.033, -1.324, 1.024, -1.367, -1.100, 0.665, -0.656, -0.696, 0.426, -0.462, -0.572, -0.380, -0.392, 0.478, 0.428, 0.331, 0.315, 0.348, 0.501, 0.315, 0.330, 0.336, 0.314, 0.248, 0.256, 0.250, 0.246, 0.246, 0.251, 0.256, 0.232, 0.291, 0.338, 0.343, 0.255], "homo_lumo_gap_ev": 9.7, "multiplicity": 1, "total_energy_ev": -27078.6902, "lumo_energy_ev": 0.6502, "de_lowest_ev": 5.388, "smiles": "O=C([C@H](CO)NC(=O)[C@H]1C[C@@]2(C1)C[C@]21CC1)N1CCCO1", "e_homo_ev": -9.0}